# 1
The following is a quantum chemistry calculation of C34H23AsF5NPdS2 as an isolated structure, from the Open Molecules 2025 dataset.

Geometry as XYZ:
```
67
Properties=species:S:1:pos:R:3:mulliken_charge:R:1
Pd -0.555 -0.426 0.464 -0.63
C 2.343 -0.631 -0.938 -1.06
C 2.384 -1.447 0.316 0.81
C 3.544 -2.201 0.631 -0.72
C 3.600 -2.881 1.805 -0.67
C 2.498 -2.865 2.692 1.11
C 2.549 -3.514 3.947 -0.88
C 1.452 -3.443 4.765 -0.38
C 0.285 -2.790 4.350 -0.53
C 0.147 -2.181 3.103 0.08
S -1.378 -1.545 2.597 -0.54
C 1.339 -2.162 2.279 -0.10
N 1.338 -1.443 1.115 -0.26
H 3.348 -0.348 -1.259 0.40
H 1.720 0.252 -0.788 0.06
H 1.868 -1.176 -1.755 0.21
H 4.376 -2.203 -0.062 0.38
H 4.487 -3.442 2.086 0.34
H 3.450 -4.044 4.237 0.28
H 1.471 -3.916 5.742 0.32
H -0.581 -2.784 5.000 0.37
F 3.177 2.829 -8.164 -0.34
C 2.458 2.320 -7.137 0.72
C 2.934 1.255 -6.394 -0.08
F 4.135 0.721 -6.710 -0.33
C 2.196 0.746 -5.346 0.33
F 2.738 -0.290 -4.681 -0.33
C 0.940 1.250 -4.952 0.07
S 0.050 0.612 -3.628 -0.30
C 0.505 2.329 -5.744 0.12
F -0.685 2.908 -5.492 -0.36
C 1.228 2.852 -6.797 -0.12
F 0.743 3.890 -7.512 -0.34
C -5.011 2.350 3.003 -0.35
C -3.643 2.332 3.245 -0.88
C -2.760 2.013 2.224 -0.46
C -3.216 1.739 0.934 0.42
C -4.590 1.721 0.716 -0.35
C -5.481 2.027 1.740 -0.64
As -1.847 1.250 -0.410 1.60
C -1.276 3.098 -0.854 0.32
C -1.159 3.534 -2.173 -0.23
C -0.655 4.797 -2.460 -0.88
C -0.258 5.646 -1.436 -0.42
C -0.350 5.213 -0.120 -0.67
C -0.846 3.947 0.163 -0.34
C -3.038 0.919 -1.929 0.02
C -3.865 1.877 -2.508 0.21
C -4.684 1.548 -3.579 -0.87
C -4.690 0.250 -4.075 -0.43
C -3.874 -0.711 -3.498 -0.52
C -3.050 -0.375 -2.433 -0.80
H -5.705 2.587 3.802 0.34
H -3.263 2.533 4.240 0.36
H -1.704 1.909 2.444 0.41
H -4.979 1.459 -0.260 0.29
H -6.548 2.003 1.547 0.37
H -1.412 2.869 -2.987 0.56
H -0.559 5.102 -3.496 0.43
H 0.136 6.630 -1.662 0.34
H -0.025 5.856 0.690 0.37
H -0.884 3.620 1.195 0.27
H -3.864 2.891 -2.125 0.53
H -5.315 2.306 -4.030 0.37
H -5.321 -0.005 -4.919 0.35
H -3.860 -1.721 -3.891 0.35
H -2.386 -1.111 -1.990 0.28
```

Its orbital gap is 0.188 Ha. The spin multiplicity is 1. Its total charge is -2. The calculation puts the largest force on an atom at 0.013 hartree/bohr.


# 2
The following is a quantum chemistry calculation of C16H16F2N3O3RuS3 as an isolated structure, from the Open Molecules 2025 dataset.

Geometry as XYZ:
```
44
Properties=species:S:1:pos:R:3:lowdin_spin:R:1
Ru 1.643 -1.110 -0.742 0.83
C 6.346 -1.919 2.064 0.00
S 6.116 -1.798 0.282 0.01
C 4.472 -1.247 0.205 0.02
S 3.828 -0.968 -1.410 0.08
N 3.777 -1.080 1.281 0.01
N 2.535 -0.595 0.910 -0.01
C 2.055 0.388 1.578 0.00
C 1.001 1.182 0.941 0.01
C 0.387 2.258 1.558 0.00
C -0.457 3.063 0.807 0.01
C -0.671 2.767 -0.527 0.00
C -0.051 1.650 -1.068 0.01
N 0.769 0.887 -0.356 0.01
H 7.372 -2.254 2.209 0.00
H 5.656 -2.643 2.489 0.00
H 6.198 -0.950 2.532 0.00
H 2.544 0.702 2.493 0.00
H 0.585 2.466 2.601 0.00
H -0.941 3.917 1.262 0.00
H -1.324 3.371 -1.141 0.00
H -0.214 1.340 -2.092 0.00
C -5.519 2.211 -0.491 0.00
C -4.389 1.231 -0.653 0.00
C -4.193 0.553 -1.856 0.00
C -3.173 -0.373 -1.994 0.00
C -2.316 -0.610 -0.927 0.00
C -2.493 0.051 0.276 0.00
C -3.531 0.962 0.407 0.00
S -1.045 -1.827 -1.135 0.00
O -0.149 -1.396 -2.232 0.00
O -1.739 -3.056 -1.339 0.00
O -0.207 -1.704 0.125 0.02
H -5.973 2.454 -1.451 0.00
H -5.174 3.138 -0.031 0.00
H -6.298 1.798 0.153 0.00
H -4.859 0.744 -2.689 0.00
H -3.038 -0.913 -2.923 0.00
H -1.828 -0.162 1.104 0.00
H -3.675 1.473 1.353 0.00
F 1.133 -3.876 -1.212 0.00
C 2.021 -3.144 -0.477 0.00
F 1.803 -3.473 0.843 0.00
H 3.017 -3.509 -0.727 0.00
```

Its orbital gap (spin up / spin down) is 0.269 / 0.263 Ha. The spin multiplicity is 2. Its total charge is 0. The calculation puts the largest force on an atom at 0.016 hartree/bohr.


# 3
The following is a quantum chemistry calculation of a 3-piece molecular cluster, C35H46F2N3O13P overall in a non-equilibrium geometry, from the Open Molecules 2025 dataset.

Geometry as XYZ:
```
100
Properties=species:S:1:pos:R:3:mulliken_charge:R:1
C -7.576 -3.578 2.201 -0.62
O -7.233 -3.352 0.809 -0.30
C -5.786 -3.341 0.629 -0.57
C -5.311 -2.482 -0.642 -0.52
C -5.979 -0.984 -0.676 -0.62
C -4.839 0.164 -0.914 -0.47
C -4.513 0.985 0.438 -1.03
C -3.115 0.588 1.130 -0.41
C -1.808 1.107 0.351 -0.20
C -1.303 2.564 0.862 0.40
C -1.200 3.779 -0.149 0.25
C -1.520 3.681 -1.712 0.05
C -0.451 4.107 -2.745 -0.49
C -0.998 3.970 -4.183 -0.42
C -2.417 3.462 -4.410 -0.22
N -3.418 3.015 -3.498 -0.51
C -2.872 3.164 -2.191 -0.02
C -0.760 5.177 0.364 -0.47
C -0.395 5.476 1.883 0.19
N -0.051 6.839 2.190 -0.53
C 0.216 6.902 3.592 0.48
P 0.644 8.639 4.281 0.92
O -0.052 8.826 5.647 -0.61
O 2.322 8.871 4.437 -0.54
O -0.119 9.742 3.216 -0.51
C 0.202 5.737 4.625 -0.10
O 0.534 5.946 6.007 -0.47
N -0.142 4.409 4.250 -0.32
C -0.454 4.268 2.852 0.10
C -0.899 2.824 2.360 0.10
C -0.910 1.649 3.481 -0.71
C 0.675 1.385 3.813 -0.42
C 0.934 -0.220 3.962 -0.85
C 1.695 -0.866 2.706 -0.52
C 3.186 -0.292 2.458 -0.57
C 3.437 0.009 0.874 -0.32
O 4.700 -0.575 0.443 -0.31
C 4.995 -0.223 -0.919 0.69
C 5.537 1.210 -1.387 -0.90
O 4.837 -1.149 -1.771 -0.55
H -8.683 -3.317 2.415 0.24
H -7.433 -4.665 2.539 0.26
H -6.963 -2.904 2.921 0.26
H -5.266 -3.046 1.610 0.30
H -5.483 -4.443 0.432 0.30
H -5.568 -2.956 -1.648 0.29
H -4.181 -2.291 -0.500 0.27
H -6.519 -0.872 0.327 0.23
H -6.800 -0.925 -1.487 0.35
H -3.916 -0.338 -1.365 0.34
H -5.332 0.926 -1.634 0.30
H -5.337 0.681 1.197 0.44
H -4.641 2.132 0.322 0.46
H -3.056 -0.569 1.141 0.21
H -3.178 0.981 2.218 0.40
H -0.932 0.380 0.573 -0.14
H -1.932 1.107 -0.788 0.40
H 0.577 4.474 -2.425 0.40
H -0.338 4.251 -5.075 0.30
H -2.756 3.427 -5.517 0.30
H -3.593 2.835 -1.347 0.20
H -0.721 6.052 -0.387 0.39
H 2.797 8.504 3.646 0.36
H 0.433 9.925 2.422 0.33
H 1.511 5.984 6.114 0.34
H -1.301 0.657 3.079 0.24
H -1.373 1.987 4.468 0.37
H 1.302 1.697 2.889 0.26
H 1.014 1.903 4.770 0.35
H 1.539 -0.472 4.916 0.31
H -0.063 -0.802 4.073 0.34
H 1.828 -1.996 2.933 0.36
H 1.084 -0.833 1.722 0.13
H 3.353 0.658 3.100 0.31
H 3.984 -1.087 2.728 0.36
H 2.556 -0.342 0.224 0.30
H 3.508 1.151 0.719 0.17
H 4.677 1.955 -1.482 0.26
H 6.056 1.112 -2.414 0.31
H 6.337 1.545 -0.640 0.31
O 5.942 -5.741 -4.973 -0.54
C 5.682 -5.378 -3.860 0.61
O 6.218 -4.275 -3.270 -0.33
C 5.559 -4.121 -2.020 -0.32
C 5.077 -5.507 -1.739 0.31
F 3.918 -5.488 -1.041 -0.29
O 4.818 -6.026 -3.029 -0.18
H 4.742 -3.403 -2.128 0.24
H 6.247 -3.756 -1.256 0.24
H 5.807 -6.142 -1.228 0.27
O 1.589 -9.931 -7.468 -0.51
C 2.153 -9.227 -6.681 0.56
O 2.997 -8.214 -7.029 -0.34
C 3.348 -7.545 -5.825 -0.16
C 3.113 -8.601 -4.793 0.37
F 2.717 -8.054 -3.618 -0.30
O 2.036 -9.343 -5.328 -0.32
H 2.700 -6.674 -5.693 0.25
H 4.386 -7.210 -5.850 0.14
H 3.968 -9.262 -4.623 0.29
```

Its SMILES is COCCCCCCCc1c(-c2cccnc2)cc2nc(P(=O)(O)O)c(O)nc2c1CCCCCCOC(C)=O.O=C1OC[C@@H](F)O1.O=C1OC[C@@H](F)O1. Its orbital gap is 0.263 Ha. The spin multiplicity is 1. Its total charge is 0. The calculation puts the largest force on an atom at 0.127 hartree/bohr.


# 4
The following is a quantum chemistry calculation of C9H24Cu4O11 as an isolated structure in a non-equilibrium geometry, from the Open Molecules 2025 dataset.

Geometry as XYZ:
```
48
Properties=species:S:1:pos:R:3:lowdin_spin:R:1
Cu -3.537 0.333 0.122 0.00
Cu -2.209 0.903 -3.123 0.00
Cu -2.273 -2.412 -1.594 0.00
Cu -2.399 -2.399 1.719 0.00
C -0.979 -0.561 0.095 0.00
O -1.227 -0.038 -1.022 0.00
O -0.792 -1.785 0.109 0.00
O -1.150 0.064 1.135 0.00
C -3.530 1.826 3.806 0.00
C -2.317 2.779 3.400 0.00
O -1.173 2.047 3.134 0.00
O -4.120 1.299 2.677 0.00
H -4.214 2.116 4.604 0.00
H -3.182 0.974 4.391 0.00
H -2.150 3.461 4.234 0.00
H -2.577 3.338 2.502 0.00
H -1.381 1.427 2.431 0.00
H -4.363 0.372 2.728 0.00
C 2.608 -2.619 1.206 0.01
C 2.641 -1.069 0.730 0.01
O 1.787 -0.287 1.456 0.04
O 1.361 -2.997 1.842 0.00
H 3.309 -2.597 2.041 0.00
H 2.959 -3.280 0.414 0.00
H 2.256 -0.871 -0.270 0.00
H 3.650 -0.682 0.583 0.00
H 0.875 -0.535 1.289 0.00
H 0.703 -2.632 1.245 0.00
C 1.240 -2.405 -2.780 0.00
C 0.315 -3.062 -3.844 0.00
O -0.946 -3.225 -3.270 0.00
O 1.098 -0.978 -2.805 0.00
H 2.288 -2.649 -2.955 0.00
H 1.175 -2.692 -1.730 0.00
H 0.637 -4.072 -4.095 0.00
H 0.442 -2.557 -4.802 0.00
H -1.479 -3.420 -4.045 0.00
H 0.374 -0.796 -2.201 0.00
C 2.443 3.576 -1.055 0.14
C 1.442 2.500 -0.549 0.04
O 0.717 1.798 -1.642 0.01
O 1.703 4.590 -1.729 0.62
H 3.229 3.260 -1.740 0.04
H 2.963 3.909 -0.156 0.07
H 0.763 2.767 0.260 0.00
H 2.065 1.748 -0.065 0.01
H 0.154 1.142 -1.224 0.00
H 0.806 4.389 -1.456 0.01
```

Its orbital gap (spin up / spin down) is 0.160 / 0.102 Ha. The spin multiplicity is 2. Its total charge is +3. The calculation puts the largest force on an atom at 0.108 hartree/bohr.


Number 1: electronic energy -136699.1523 eV. Number 2: electronic energy -67986.6926 eV. Number 3: electronic energy -82841.6695 eV. Number 4: electronic energy -210763.2343 eV.